{"formula": "C55H136Cl6N8O", "method": "the ωB97M-V functional and the def2-TZVPD basis", "elements": ["C", "O", "H", "H", "H", "H", "C", "C", "N", "C", "C", "C", "C", "H", "H", "H", "H", "H", "H", "H", "H", "H", "H", "H", "H", "H", "H", "H", "C", "C", "N", "C", "C", "C", "C", "H", "H", "H", "H", "H", "H", "H", "H", "H", "H", "H", "H", "H", "H", "H", "C", "C", "N", "C", "C", "C", "C", "H", "H", "H", "H", "H", "H", "H", "H", "H", "H", "H", "H", "H", "H", "H", "C", "C", "N", "C", "C", "C", "C", "H", "H", "H", "H", "H", "H", "H", "H", "H", "H", "H", "H", "H", "H", "H", "C", "C", "N", "C", "C", "C", "C", "H", "H", "H", "H", "H", "H", "H", "H", "H", "H", "H", "H", "H", "H", "H", "C", "C", "N", "C", "C", "C", "C", "H", "H", "H", "H", "H", "H", "H", "H", "H", "H", "H", "H", "H", "H", "H", "C", "C", "N", "C", "C", "C", "C", "H", "H", "H", "H", "H", "H", "H", "H", "H", "H", "H", "H", "H", "H", "H", "C", "C", "N", "C", "C", "C", "C", "H", "H", "H", "H", "H", "H", "H", "H", "H", "H", "H", "H", "H", "H", "H", "Cl", "C", "C", "Cl", "H", "H", "H", "H", "Cl", "C", "C", "Cl", "H", "H", "H", "H", "Cl", "C", "C", "Cl", "H", "H", "H", "H"], "positions_angstrom": [[0.527, -4.487, 5.950], [1.470, -3.611, 6.547], [-0.176, -4.139, 5.156], [1.019, -5.366, 5.514], [-0.117, -4.904, 6.795], [1.774, -3.017, 5.797], [-1.266, 1.624, -4.785], [-1.177, 0.149, -4.451], [0.192, -0.388, -4.431], [0.213, -1.772, -3.958], [1.574, -2.165, -3.384], [1.015, -0.084, -5.581], [0.563, -0.544, -6.926], [-2.277, 1.916, -4.797], [-0.956, 1.790, -5.866], [-0.788, 2.343, -4.132], [-1.565, -0.088, -3.448], [-1.777, -0.411, -5.152], [-0.456, -1.926, -3.119], [-0.102, -2.486, -4.673], [1.398, -3.099, -2.846], [2.188, -2.474, -4.189], [2.138, -1.420, -2.765], [2.014, -0.490, -5.327], [1.237, 0.996, -5.483], [0.225, -1.610, -6.874], [1.386, -0.555, -7.712], [-0.166, 0.094, -7.481], [5.733, 0.176, -0.200], [6.024, 1.697, 0.123], [4.894, 2.498, 0.449], [5.300, 3.872, 0.553], [4.214, 4.859, 1.008], [4.073, 1.985, 1.540], [4.817, 1.914, 2.887], [6.684, -0.368, -0.277], [5.154, 0.028, -1.114], [5.138, -0.255, 0.638], [6.873, 1.825, 0.968], [6.565, 2.110, -0.738], [6.091, 3.914, 1.355], [5.699, 4.192, -0.394], [3.695, 4.579, 1.907], [4.593, 5.895, 1.285], [3.474, 5.016, 0.220], [3.723, 0.934, 1.340], [3.257, 2.581, 1.700], [5.455, 1.045, 2.967], [4.009, 1.842, 3.583], [5.420, 2.797, 2.990], [-3.156, 4.420, 2.866], [-2.843, 2.905, 2.590], [-1.949, 2.208, 3.474], [-2.649, 1.808, 4.683], [-1.723, 0.965, 5.625], [-0.680, 2.870, 3.652], [-0.039, 3.271, 2.341], [-3.313, 4.534, 3.923], [-4.073, 4.671, 2.359], [-2.332, 5.105, 2.623], [-3.880, 2.427, 2.639], [-2.506, 2.727, 1.607], [-3.027, 2.671, 5.289], [-3.463, 1.233, 4.381], [-2.310, 0.815, 6.567], [-1.477, 0.022, 5.150], [-0.843, 1.530, 5.913], [-0.023, 2.262, 4.206], [-0.688, 3.799, 4.354], [-0.773, 3.974, 1.869], [0.098, 2.448, 1.525], [0.927, 3.725, 2.506], [-5.856, 2.617, -0.197], [-5.901, 2.427, -1.691], [-6.208, 1.031, -2.017], [-5.210, 0.113, -1.472], [-4.605, -0.850, -2.538], [-7.612, 0.712, -2.106], [-8.270, 1.393, -3.328], [-6.757, 2.188, 0.256], [-5.781, 3.601, 0.135], [-5.031, 2.045, 0.264], [-6.640, 3.055, -2.186], [-4.915, 2.669, -2.126], [-4.313, 0.741, -1.203], [-5.469, -0.515, -0.572], [-5.330, -1.603, -2.887], [-4.242, -0.397, -3.478], [-3.790, -1.461, -2.164], [-8.262, 1.113, -1.249], [-7.686, -0.345, -2.162], [-7.702, 1.109, -4.270], [-8.165, 2.460, -3.255], [-9.329, 1.095, -3.428], [-3.236, 7.718, -0.092], [-3.718, 7.203, -1.380], [-2.743, 6.604, -2.264], [-1.856, 5.634, -1.689], [-2.425, 4.262, -1.301], [-3.364, 6.207, -3.483], [-2.439, 6.064, -4.647], [-4.037, 7.845, 0.677], [-2.649, 8.655, -0.308], [-2.582, 6.957, 0.319], [-4.539, 6.448, -1.121], [-4.107, 8.074, -1.925], [-1.107, 5.498, -2.447], [-1.427, 6.127, -0.797], [-1.557, 3.619, -1.131], [-3.176, 4.274, -0.475], [-3.016, 3.612, -2.005], [-4.133, 6.965, -3.649], [-3.788, 5.241, -3.370], [-1.569, 5.356, -4.496], [-2.058, 7.070, -4.880], [-3.115, 5.781, -5.474], [4.792, -7.080, -1.462], [4.420, -5.594, -1.800], [5.244, -4.678, -1.082], [5.271, -3.325, -1.700], [6.433, -3.237, -2.735], [4.974, -4.550, 0.398], [6.167, -3.807, 1.156], [3.993, -7.758, -1.849], [4.875, -7.218, -0.368], [5.765, -7.367, -1.912], [4.720, -5.291, -2.754], [3.375, -5.441, -1.612], [4.366, -3.070, -2.238], [5.408, -2.518, -1.023], [6.650, -4.123, -3.292], [6.200, -2.450, -3.462], [7.317, -3.038, -2.158], [4.794, -5.555, 0.795], [3.980, -4.067, 0.632], [7.144, -4.357, 1.026], [5.884, -3.707, 2.176], [6.428, -2.832, 0.723], [-3.642, -3.838, -0.227], [-2.264, -3.497, -0.780], [-1.333, -4.519, -1.198], [-1.842, -5.162, -2.374], [-0.917, -6.260, -3.053], [-1.057, -5.561, -0.190], [-0.324, -5.040, 1.001], [-3.854, -3.206, 0.622], [-3.727, -4.793, 0.220], [-4.503, -3.776, -0.947], [-2.379, -2.737, -1.540], [-1.806, -2.955, 0.062], [-2.828, -5.620, -2.088], [-2.173, -4.405, -3.104], [-1.347, -6.224, -4.085], [0.144, -5.834, -3.128], [-1.078, -7.270, -2.751], [-0.493, -6.399, -0.696], [-1.902, -6.052, 0.166], [0.495, -4.385, 0.659], [0.086, -5.909, 1.506], [-0.976, -4.494, 1.712], [0.817, -0.290, 3.045], [0.958, -1.473, 4.088], [2.248, -1.749, 4.764], [3.217, -2.412, 3.859], [2.883, -3.907, 3.755], [2.933, -0.668, 5.429], [2.073, 0.089, 6.415], [-0.184, -0.402, 2.642], [1.526, -0.394, 2.226], [0.961, 0.654, 3.623], [0.270, -1.319, 4.981], [0.754, -2.364, 3.571], [3.338, -1.903, 2.921], [4.206, -2.320, 4.363], [1.849, -4.059, 3.406], [3.538, -4.469, 3.074], [2.952, -4.261, 4.795], [3.407, -0.007, 4.719], [3.805, -1.059, 5.982], [2.449, 1.104, 6.599], [2.082, -0.374, 7.378], [1.072, 0.264, 6.107], [-1.421, 0.444, -0.353], [0.303, -0.042, -0.546], [0.448, -1.479, -0.040], [2.241, -1.815, 0.153], [0.950, 0.550, 0.136], [0.552, 0.070, -1.575], [0.209, -2.218, -0.805], [-0.224, -1.555, 0.824], [1.263, 3.319, -1.282], [2.407, 3.272, -2.684], [3.094, 1.932, -2.567], [4.211, 1.798, -3.949], [3.146, 4.052, -2.634], [1.724, 3.318, -3.543], [2.276, 1.199, -2.620], [3.785, 1.842, -1.701], [-2.272, -2.666, 3.191], [-3.767, -1.753, 3.600], [-3.998, -0.748, 2.503], [-5.578, -0.073, 2.779], [-3.665, -1.115, 4.501], [-4.554, -2.465, 3.807], [-4.107, -1.373, 1.607], [-3.216, 0.007, 2.508]], "atomic_forces_ev_per_a": [[-1.0, -1.5, 1.4], [-0.7, 0.2, -1.3], [0.6, 0.6, 0.6], [0.1, 0.0, 0.0], [0.7, 0.6, -1.1], [0.0, 0.1, 1.0], [0.8, -0.1, -1.8], [0.9, -0.2, 0.8], [-0.9, 0.0, 0.8], [1.1, 1.4, 1.4], [-0.1, -0.3, 0.1], [1.5, 0.8, 1.4], [0.3, -0.7, -2.5], [-1.6, 0.3, 0.1], [0.0, 0.0, 1.3], [0.6, -0.2, 0.3], [-0.2, 0.4, -0.3], [-0.6, -0.2, -0.5], [-0.7, 0.6, 0.1], [-0.3, -1.0, -1.2], [0.2, 0.1, 0.5], [1.1, -0.1, -0.8], [-0.9, -0.5, -0.5], [-0.4, -0.2, -0.4], [-0.3, -0.3, -0.7], [-0.1, 0.9, -0.1], [-0.5, -0.1, 1.3], [-0.1, -0.5, 1.0], [-0.1, 0.9, 1.3], [2.3, -1.2, 0.7], [-1.4, -0.5, -1.0], [0.0, 0.8, 2.2], [0.2, 1.4, -0.4], [2.5, -2.4, 0.1], [-0.4, -0.2, -1.1], [-0.3, 0.2, 0.0], [0.1, 0.2, 0.0], [0.5, 0.0, -0.6], [-1.6, -0.7, -1.3], [-0.4, 0.1, -0.1], [0.0, 0.3, -0.8], [0.4, 0.1, -0.3], [-0.2, -0.5, 0.3], [0.1, -1.3, -0.7], [-0.1, -0.1, 0.1], [0.1, 1.1, -0.3], [-2.1, 1.5, -0.1], [0.2, -0.2, 0.0], [-0.1, 0.1, 1.1], [0.2, 0.5, 0.6], [1.0, -1.0, 0.1], [-2.4, 0.6, 0.5], [-0.3, -0.1, 0.5], [2.7, 0.9, 1.7], [-1.9, 0.8, 0.3], [0.1, 1.4, 0.6], [-1.1, -0.6, -2.0], [-0.3, 0.1, 0.6], [-0.2, 0.3, -0.3], [-0.3, -0.2, -0.3], [1.4, 0.2, 0.0], [0.3, 0.2, -1.5], [0.1, -0.3, -0.4], [-1.6, -1.0, -0.3], [0.6, -0.3, -0.7], [0.2, -0.2, 0.1], [0.2, -0.1, -0.1], [0.7, -1.1, 0.5], [-0.5, -0.8, -1.1], [1.2, -0.2, 0.1], [-0.3, 1.0, 1.8], [0.2, 0.3, 0.0], [-0.2, -1.9, 0.6], [0.4, -0.6, -0.3], [0.7, 0.4, 0.0], [1.5, -0.4, -0.7], [-0.9, -0.6, -0.7], [-0.8, 1.8, 0.4], [0.9, -1.4, -1.2], [0.0, 0.1, -0.1], [0.2, 1.9, 0.4], [-0.2, 0.3, -0.3], [0.1, 0.2, 0.2], [-0.4, 0.0, 0.0], [-1.0, -0.5, 0.1], [-0.2, 0.8, -0.6], [-0.1, 0.3, 0.2], [-0.2, 0.4, 0.6], [0.2, 0.2, 0.4], [1.0, -0.8, -0.3], [-0.4, -1.0, 0.0], [-0.8, 0.2, 1.0], [-0.3, 0.5, 0.1], [0.5, 0.3, 0.1], [1.2, 0.9, 1.1], [-1.9, -0.9, -0.6], [0.3, 1.2, 0.7], [-0.6, 0.0, 0.1], [-1.1, -1.2, 0.1], [0.3, 0.3, 0.3], [0.5, 0.6, -0.9], [0.5, 0.3, -0.9], [-0.5, -0.8, 0.8], [0.3, 0.2, 0.5], [0.4, 0.8, -0.6], [-0.5, -0.5, 0.0], [0.8, -0.2, 0.1], [0.3, -0.7, -0.6], [-0.2, 0.0, 0.8], [1.1, 0.2, 0.1], [0.7, 1.2, -0.4], [-0.1, -0.4, -0.5], [-1.3, -1.1, 0.3], [-1.2, 0.6, -0.3], [0.3, -0.4, -0.1], [0.8, -0.3, 0.0], [-0.3, 0.3, -0.5], [1.0, -1.4, 1.6], [0.5, 2.3, 3.1], [0.8, -1.6, -1.9], [-0.9, 0.7, 0.6], [0.3, 0.5, -0.5], [0.1, -1.3, -2.1], [0.6, 0.4, 0.3], [-0.1, 0.0, -0.6], [-0.6, 0.2, 0.2], [-0.4, -0.5, -2.2], [-1.0, 0.2, -0.1], [-0.8, -0.3, 0.0], [0.1, 0.3, 1.0], [-0.3, -0.8, -0.2], [0.4, 0.1, 0.2], [0.7, 0.4, 0.0], [0.6, 0.1, 0.1], [0.8, 0.2, -0.4], [-1.2, 0.1, 0.4], [0.1, 0.2, 0.9], [-0.6, -0.1, 0.2], [-1.3, 0.1, -1.0], [0.3, 0.9, 1.8], [0.3, -0.7, 0.0], [-1.0, -1.4, -0.5], [-0.7, 3.3, -1.6], [1.6, 0.3, -1.4], [0.5, 0.5, 0.3], [-0.2, 0.6, 0.0], [0.2, -1.4, 0.3], [0.9, 0.1, 0.5], [0.2, 0.0, -0.5], [0.2, -0.1, -0.3], [0.5, -0.3, -0.4], [0.7, -0.1, 0.1], [0.7, -0.3, 0.4], [-1.3, -1.1, 0.3], [0.4, -0.5, 0.8], [-0.2, 1.2, 0.5], [-2.2, -0.8, 0.4], [-0.1, -0.2, 0.3], [0.2, 0.1, 0.4], [0.3, -0.2, -0.4], [0.7, -0.6, 2.1], [0.3, 1.9, 1.5], [0.7, -0.5, -1.4], [0.6, -0.7, 1.1], [-0.1, 0.3, 0.0], [0.2, 0.4, 0.7], [0.9, 1.1, 0.2], [-0.3, 0.5, 0.0], [0.2, 0.2, 0.2], [-0.2, -0.5, -0.9], [0.2, -0.3, -1.6], [-0.8, -1.3, -0.4], [-0.2, 0.3, -0.8], [-0.5, -0.2, -0.3], [0.3, 0.0, 0.1], [0.0, 0.3, 0.3], [0.1, -0.4, -0.6], [-0.1, 0.6, -0.6], [-0.4, -0.3, -0.1], [0.3, -0.2, -0.2], [-0.3, -0.6, 0.6], [-1.0, -0.2, -0.4], [0.2, 0.1, -0.1], [0.3, -0.4, 1.7], [0.1, 0.2, -1.3], [-0.8, 0.2, 0.5], [-0.6, 0.2, -0.7], [0.3, 0.2, -0.7], [-0.5, 0.1, 0.2], [1.0, -0.6, 0.2], [0.2, 0.4, 0.1], [-0.6, -0.7, 0.5], [0.1, 0.0, 0.1], [0.1, -0.3, -0.5], [-0.2, 0.6, 0.0], [0.7, 0.1, 0.0], [0.8, -0.3, 0.0], [-1.1, 0.1, -0.2], [-0.2, 0.2, 0.4], [0.7, 1.1, 1.2], [-0.3, -2.0, -0.6], [-0.9, 0.9, 0.1], [0.5, -0.9, 0.0], [-0.2, -0.1, -0.5], [0.5, 0.9, -0.3], [0.0, 0.0, -0.4]], "spin_multiplicity": 1, "e_tot_ev": -148338.153, "smiles": "CCN(CC)CC.CCN(CC)CC.CCN(CC)CC.CCN(CC)CC.CCN(CC)CC.CCN(CC)CC.CCN(CC)CC.CCN(CC)CC.ClCCCl.ClCCCl.ClCCCl.CO"}